Density functional theory data (ωB97M-V/def2-TZVPD) for C30H42BaN5O3PSi2 as an isolated structure.

```
84
Properties=species:S:1:pos:R:3:forces:R:3
Ba 0.3092 -0.6952 -0.0024 0.2 -0.4 0.8
C -2.9357 -4.0595 1.2073 0.1 0.1 0.1
C -3.4297 -4.4384 -0.0238 0.0 0.0 -0.2
C -2.6642 -4.2167 -1.1628 -0.2 0.0 0.1
C -1.4270 -3.6079 -1.0310 0.5 0.1 -0.5
N -0.9629 -3.2137 0.1611 0.0 -0.4 -0.1
C -1.6921 -3.4437 1.2477 -0.1 -0.1 -0.2
C -0.5213 -3.3788 -2.2380 -0.3 -0.2 0.5
C -0.7249 -4.0835 -3.4158 0.1 0.1 -0.1
C 0.1234 -3.8387 -4.4843 -0.1 -0.1 0.0
C 1.1433 -2.9167 -4.3504 0.1 0.1 0.0
C 1.3023 -2.2626 -3.1324 0.1 0.2 0.0
N 0.4808 -2.5059 -2.1073 0.1 -0.1 -0.2
C 2.3697 -1.2001 -2.9573 -0.4 -0.3 0.0
C 3.4428 -1.0999 -3.8278 0.1 0.1 0.0
C 4.3334 -0.0467 -3.6608 0.0 -0.1 -0.1
C 4.1220 0.8690 -2.6498 -0.1 0.1 0.2
C 3.0351 0.6873 -1.8034 0.0 -0.3 -0.2
N 2.1959 -0.3390 -1.9507 0.1 0.0 -0.3
H -3.4921 -4.2145 2.1209 0.0 0.0 0.0
H -4.4035 -4.9015 -0.1145 0.0 0.0 0.0
H -3.0499 -4.4949 -2.1322 0.0 0.0 0.0
H -1.2658 -3.1198 2.1893 0.0 0.0 0.0
H -1.5188 -4.8095 -3.5022 0.0 0.0 0.0
H -0.0191 -4.3631 -5.4200 0.0 0.0 0.0
H 1.7927 -2.6873 -5.1816 0.0 0.0 0.0
H 3.6004 -1.8225 -4.6147 0.0 0.0 0.0
H 5.1824 0.0540 -4.3245 0.0 0.0 0.0
H 4.7788 1.7137 -2.4956 0.0 0.0 0.0
H 2.8145 1.3594 -0.9806 0.0 0.0 0.0
C -1.3170 0.4029 -3.4578 0.1 0.0 -0.1
Si -1.9875 1.1552 -1.8522 0.3 0.0 0.0
C -3.1620 -0.1553 -1.1657 -0.1 -0.1 0.1
C -3.0629 2.5811 -2.4135 -0.3 0.0 0.0
N -0.7471 1.3949 -0.7265 0.2 1.2 0.2
C -0.0972 2.5807 -0.3062 -0.2 -0.6 -0.2
C -0.4708 3.8450 -0.7586 -0.1 0.3 0.0
C 0.1107 5.0336 -0.3139 -0.1 -0.1 0.0
C 1.1254 4.9794 0.6174 0.0 -0.1 0.0
C 1.5494 3.7275 1.0648 0.1 0.3 0.1
C 0.9964 2.5225 0.6321 0.1 -0.6 0.0
N 1.4738 1.2792 1.0919 -0.2 0.7 -0.2
Si 2.7821 1.0312 2.1296 -0.1 0.0 -0.2
C 2.5347 1.5639 3.9128 0.0 0.0 0.2
C 3.0578 -0.8399 2.1970 0.0 -0.2 0.0
C 4.4168 1.7519 1.5333 0.2 0.0 0.0
H -2.0604 0.4246 -4.2603 0.0 0.0 0.0
H -1.0120 -0.6419 -3.3353 0.0 0.0 0.0
H -0.4391 0.9654 -3.7892 0.0 0.0 0.0
H -3.8511 -0.5041 -1.9410 0.0 0.0 0.0
H -3.7490 0.2696 -0.3472 0.0 0.0 0.0
H -2.6710 -1.0457 -0.7555 0.1 0.0 0.0
H -3.8948 2.1598 -2.9873 0.0 0.1 0.0
H -2.5288 3.2762 -3.0629 0.0 0.0 0.0
H -3.4778 3.1521 -1.5805 0.0 0.0 0.0
H -1.2718 3.9167 -1.4781 0.0 0.0 0.0
H -0.2457 5.9796 -0.7031 0.0 0.0 0.0
H 1.5938 5.8787 0.9974 0.0 0.0 0.0
H 2.3460 3.6941 1.8008 0.0 0.0 0.0
H 1.6618 1.0642 4.3444 0.0 0.0 0.0
H 2.3749 2.6398 4.0125 0.0 0.0 0.0
H 3.4069 1.2989 4.5178 0.0 0.0 0.0
H 2.1998 -1.3781 2.6184 0.0 0.0 0.0
H 3.9158 -1.0814 2.8301 0.0 0.0 0.0
H 3.2743 -1.2636 1.2090 0.0 0.0 0.0
H 4.3013 2.7572 1.1253 0.0 0.0 0.0
H 4.8381 1.1205 0.7446 0.0 0.0 0.0
H 5.1529 1.7978 2.3407 0.0 0.0 0.0
C -0.6762 -1.4598 4.8054 0.0 0.0 0.1
O -1.3590 -0.2878 4.3700 0.0 -0.1 0.2
P -1.3502 -0.0126 2.7599 -0.1 0.1 -0.1
O -2.7064 -0.7193 2.2247 0.0 -0.1 0.1
C -4.0142 -0.3022 2.6351 0.1 0.0 0.0
O -1.8748 1.4988 2.7904 0.0 0.1 0.1
C -1.0194 2.5375 3.3070 -0.2 -0.1 0.0
H 0.2462 -1.6170 4.2385 0.0 0.0 0.0
H -1.3171 -2.3394 4.7041 0.0 0.0 0.0
H -0.4206 -1.3296 5.8545 0.0 0.0 0.0
H -4.7093 -1.0735 2.3086 0.0 0.0 0.0
H -4.2667 0.6454 2.1626 0.0 0.0 0.0
H -4.0570 -0.1956 3.7196 0.0 0.0 0.0
H -1.3871 3.4759 2.9008 0.0 0.0 0.0
H 0.0015 2.3833 2.9752 0.1 0.0 0.0
H -1.0758 2.5383 4.3962 0.0 0.0 0.0
```
Positions in Å, forces in eV/Å.

For the HOMO energy, the calculation gives -5.38 eV. As for the energy relative to the best compared isomer or geometry (same formula, charge and spin): 0.0 kJ/mol. The calculation puts the frontier orbital gap at 4.84 eV. The value obtained for the energy is -71128.3176 eV.